No. 1
ORCA calculation (the ωB97M-V functional and the def2-TZVPD basis) on a molecular structure, C17H31N2O2P2Tl.

Structure (XYZ):
```
55
Properties=species:S:1:pos:R:3:mulliken_charge:R:1
Tl 0.146 -1.307 0.611 0.94
P -2.281 -0.467 -0.027 0.77
C -2.012 0.046 -1.817 -1.60
C -0.714 0.641 -2.228 0.24
N 0.394 0.274 -1.538 0.42
C 1.585 0.746 -1.893 0.23
C 1.720 1.553 -3.032 -0.82
C 0.613 1.833 -3.842 -0.68
C -0.607 1.255 -3.486 -0.82
C 2.824 0.442 -1.008 -1.00
P 2.635 -1.022 0.045 0.36
H -1.543 1.446 -4.008 0.46
H 2.731 1.883 -3.270 0.48
H 0.703 2.483 -4.722 0.46
H 3.662 0.311 -1.712 0.66
H 3.008 1.337 -0.384 0.42
H -2.071 -0.837 -2.362 0.69
H -2.878 0.628 -2.175 0.65
H -1.292 -2.683 -2.261 0.16
O -2.082 -2.971 -2.796 -0.60
H -1.335 -3.056 -3.571 0.40
H -0.671 -3.377 0.208 0.37
O -0.031 -3.009 -0.680 -0.38
H -0.159 -3.992 -0.831 0.24
C 3.117 -2.387 -1.069 -1.24
H 4.029 -2.154 -1.628 0.46
H 3.279 -3.293 -0.475 0.40
H 2.297 -2.568 -1.771 0.27
C 4.010 -0.858 1.234 -1.14
H 3.981 -1.721 1.919 0.40
H 5.004 -0.833 0.757 0.41
H 3.884 0.074 1.811 0.37
C -3.002 1.136 0.464 -1.27
H -3.968 1.297 -0.055 0.49
H -3.135 1.041 1.554 0.39
H -2.272 1.934 0.214 0.31
C -3.688 -1.653 -0.135 -1.19
H -3.949 -1.921 0.897 0.43
H -4.579 -1.209 -0.601 0.43
H -3.405 -2.556 -0.694 0.36
C 0.844 2.894 1.062 -0.78
C 0.212 2.264 2.221 0.21
C -0.155 2.904 3.427 -0.98
C -0.729 1.953 4.258 -0.71
C -0.681 0.729 3.513 0.50
C -1.192 -0.589 3.990 -1.00
N -0.099 0.950 2.294 0.26
H 1.895 3.088 1.264 0.39
H 0.362 3.844 0.861 0.45
H 0.749 2.266 0.186 -0.07
H -0.010 3.955 3.630 0.53
H -1.151 2.019 5.270 0.48
H -0.681 -0.863 4.941 0.41
H -2.279 -0.516 4.219 0.31
H -1.035 -1.386 3.222 0.08
```

**Total charge**: +2
**HOMO level (alpha / beta)**: -13.989 / -13.222 eV
**LUMO energy (alpha / beta)**: -7.7 / -7.0 eV
**ΔE to the lowest compared entry with this formula, charge and spin**: 0.0 kcal per mole
**Molecular weight**: 561.78 g mol⁻¹
**Largest force on an atom**: 7.6 eV Å⁻¹
**Kohn-Sham gap (alpha / beta)**: 6.3 / 6.3 eV

***

No. 2
ORCA calculation (the ωB97M-V functional and the def2-TZVPD basis) on 2 unconnected molecules or ions with the total composition C17H31N3O6.

Structure (XYZ):
```
57
Properties=species:S:1:pos:R:3:mulliken_charge:R:1
C -1.767 1.360 -3.247 -1.20
N -1.063 0.499 -2.285 0.86
C 0.053 -0.197 -2.984 -1.47
C -0.547 1.340 -1.232 -0.59
O 0.315 2.151 -1.410 -0.57
C -1.275 1.262 0.090 -0.97
C -0.942 0.119 1.106 3.07
C -2.173 -0.814 1.239 -1.72
C -2.905 -1.338 0.008 -0.53
C -2.197 -2.424 -0.780 0.41
N -2.546 -2.602 -2.153 -0.57
O -1.453 -3.186 -0.226 -0.53
C 0.326 -0.702 0.810 -2.21
C 1.720 -0.106 1.165 1.50
C 2.477 -1.044 2.131 -1.55
C 2.582 0.098 -0.095 -1.48
N 1.564 1.220 1.840 0.71
O 2.652 1.845 2.076 -0.70
C 0.480 1.548 2.802 2.04
C 0.920 1.244 4.244 -2.04
C 0.267 3.069 2.692 -1.75
C -0.804 0.756 2.500 -2.84
H -2.372 2.107 -2.724 0.33
H -1.064 1.896 -3.897 0.36
H -2.424 0.736 -3.858 0.34
H -0.318 -0.622 -3.918 0.54
H 0.429 -1.035 -2.401 0.22
H 0.872 0.482 -3.225 0.56
H -1.083 2.230 0.558 0.45
H -2.347 1.226 -0.129 0.75
H -2.916 -0.252 1.822 0.42
H -1.897 -1.683 1.845 0.48
H -3.794 -1.871 0.379 0.51
H -3.286 -0.546 -0.641 0.28
H -2.704 -1.683 -2.561 0.18
H -3.422 -3.116 -2.211 0.30
H 0.205 -1.638 1.366 0.86
H 0.339 -1.000 -0.238 0.16
H 2.205 -0.879 3.174 0.24
H 2.264 -2.084 1.873 0.37
H 3.554 -0.886 2.047 0.44
H 3.208 0.981 0.024 0.33
H 1.997 0.207 -1.002 0.25
H 3.235 -0.763 -0.256 0.39
H 0.164 1.653 4.923 0.45
H 0.985 0.172 4.438 0.43
H 1.878 1.720 4.455 0.38
H 1.083 3.602 3.183 0.41
H 0.246 3.382 1.645 0.48
H -0.677 3.351 3.167 0.37
H -0.914 -0.042 3.244 0.39
H -1.662 1.424 2.640 0.45
C 2.810 -1.959 -4.204 0.66
O 3.665 -2.860 -4.285 -0.76
O 1.530 -2.313 -4.747 -0.47
O 2.853 -0.816 -3.736 -0.67
H 1.673 -3.220 -5.038 0.26
```

**<S²>**: 0.754
**Total charge**: -1
**HOMO level**: -4.444 eV
**LUMO energy**: 2.3 eV
**Molecular weight**: 373.45 g mol⁻¹
**Largest force on an atom**: 0.7 eV Å⁻¹
**Kohn-Sham gap**: 6.7 eV
**Spin multiplicity**: 2

***

No. 3
ORCA calculation (the ωB97M-V functional and the def2-TZVPD basis) on a molecular structure, C17H32CaNOP.

Structure (XYZ):
```
53
Properties=species:S:1:pos:R:3:mulliken_charge:R:1
C 0.475 3.297 -3.106 -0.69
C -0.817 2.838 -2.828 -0.82
C -1.000 1.802 -1.862 -0.18
C 0.111 1.251 -1.247 0.80
C 1.394 1.662 -1.555 0.19
C 1.572 2.731 -2.451 -0.65
C -2.447 1.308 -1.597 -0.99
C -2.747 -0.107 -1.114 -1.39
N -1.964 -1.195 -1.790 0.27
Ca -0.583 -0.481 0.426 1.17
C 2.571 0.965 -0.941 -1.24
P 2.115 -0.765 -0.406 0.88
H -1.709 3.246 -3.342 0.31
H 2.574 3.103 -2.639 0.41
H 0.602 4.090 -3.845 0.35
H 2.918 1.463 -0.026 0.44
H 3.419 0.869 -1.626 0.49
H -2.923 1.950 -0.832 0.48
H -3.042 1.423 -2.522 0.44
H -2.760 -0.141 0.011 0.43
C 3.652 -1.323 0.423 -1.23
C 2.189 -1.604 -2.037 -1.26
H -3.789 -0.303 -1.374 0.65
C -1.435 -0.882 -3.175 -0.68
C -2.936 -2.339 -2.022 -0.94
H -0.258 -2.207 1.628 -0.24
H -1.918 -1.536 -3.929 0.41
H -1.650 0.144 -3.468 0.34
H -0.360 -1.063 -3.231 -0.07
H -3.090 -2.512 -3.103 0.32
H -2.580 -3.276 -1.587 0.27
H -3.931 -2.093 -1.620 0.36
H 3.203 -1.555 -2.457 0.41
H 1.890 -2.655 -1.911 0.37
H 1.486 -1.141 -2.742 0.16
H 4.547 -1.135 -0.189 0.39
H 3.747 -0.788 1.381 0.32
H 3.577 -2.397 0.649 0.39
H -0.453 -2.536 0.931 0.41
C 1.330 -0.433 4.424 -1.49
C -0.010 0.136 3.918 1.30
C -1.138 -0.740 4.507 -1.43
C -0.110 1.580 4.439 -1.62
O -0.118 0.098 2.507 -0.94
H 1.351 -0.545 5.521 0.38
H 2.152 0.245 4.164 0.35
H 1.519 -1.425 3.991 0.30
H -1.073 -0.779 5.606 0.40
H -2.129 -0.342 4.224 0.30
H -1.051 -1.770 4.112 0.30
H 0.775 2.141 4.118 0.39
H -1.008 2.078 4.053 0.33
H -0.139 1.643 5.539 0.37
```

**HOMO level**: -7.093 eV
**LUMO energy**: 0.3 eV
**Molecular weight**: 337.50 g mol⁻¹
**Largest force on an atom**: 2.4 eV Å⁻¹
**Kohn-Sham gap**: 7.4 eV

***

No. 4
ORCA calculation (the ωB97M-V functional and the def2-TZVPD basis) on a molecular structure, C17H32IrN2O2Se2Si2.

Structure (XYZ):
```
58
Properties=species:S:1:pos:R:3:mulliken_charge:R:1
Ir -0.064 -0.235 -0.295 0.81
C 3.929 -2.562 -2.060 -1.06
Si 2.850 -1.020 -1.897 -0.16
C 3.846 0.571 -2.109 -0.90
C 1.545 -1.101 -3.254 -0.80
N 2.001 -0.977 -0.369 0.07
C 2.529 -1.057 0.856 0.76
C 3.925 -1.157 1.096 -0.49
C 4.429 -1.277 2.362 -0.92
C 3.564 -1.306 3.476 -0.78
C 2.213 -1.198 3.304 -0.43
C 1.634 -1.063 2.012 0.81
N 0.328 -0.946 1.789 0.02
Si -1.070 -1.141 2.799 0.00
C -0.840 -1.512 4.637 -1.27
C -2.043 0.481 2.649 -0.46
C -2.085 -2.555 2.069 -0.81
H 4.401 -2.583 -3.045 0.34
H 3.315 -3.460 -1.966 0.31
H 4.719 -2.620 -1.310 0.34
H 4.307 0.622 -3.098 0.36
H 4.638 0.678 -1.365 0.35
H 3.177 1.429 -2.005 0.22
H 2.017 -1.098 -4.241 0.35
H 0.872 -0.245 -3.202 0.08
H 0.944 -2.009 -3.173 0.26
H 4.593 -1.122 0.246 0.23
H 5.499 -1.341 2.512 0.40
H 3.974 -1.405 4.473 0.40
H 1.556 -1.195 4.161 0.22
H -0.331 -0.704 5.167 0.35
H -0.276 -2.434 4.793 0.34
H -1.821 -1.642 5.098 0.37
H -1.761 1.206 3.415 0.37
H -3.119 0.308 2.725 0.34
H -1.837 0.930 1.675 -0.36
H -1.630 -3.524 2.287 0.31
H -2.165 -2.460 0.985 0.19
H -3.097 -2.558 2.483 0.32
O -3.948 4.321 -1.604 -0.51
C -4.129 2.947 -1.298 -1.32
C -2.855 2.154 -1.645 2.00
C -2.653 2.339 -3.162 -1.22
O -1.468 1.717 -3.619 -0.33
C -3.198 0.715 -1.223 -1.36
Se -2.006 -0.806 -1.633 -0.30
C -1.736 2.789 -0.805 -1.42
Se 0.118 2.156 -0.948 -0.25
H -4.758 4.794 -1.394 0.33
H -4.970 2.534 -1.870 0.50
H -4.340 2.806 -0.231 0.47
H -2.620 3.412 -3.372 0.48
H -3.529 1.923 -3.678 0.41
H -1.401 1.818 -4.574 0.27
H -4.146 0.438 -1.687 0.52
H -3.338 0.680 -0.142 0.34
H -1.994 2.698 0.252 0.39
H -1.695 3.849 -1.044 0.54
```

**<S²>**: 8.786
**HOMO level (alpha / beta)**: -6.395 / -7.790 eV
**LUMO energy (alpha / beta)**: 0.4 / -1.8 eV
**Molecular weight**: 702.76 g mol⁻¹
**Largest force on an atom**: 0.9 eV Å⁻¹
**Kohn-Sham gap (alpha / beta)**: 6.8 / 6.0 eV
**Spin multiplicity**: 6

***

largest force on an atom of number 2 (C17H31N3O6)? 0.7 eV Å⁻¹

***

The lowest largest force on an atom belongs to which entry? C17H31N3O6

***

Which formula does entry 2 have? C17H31N3O6

***

Which value of largest force on an atom does entry 1 give? 7.6 eV Å⁻¹